No. 1
{"formula": "C9H8N2O", "method": "the ωB97M-V functional and the def2-TZVPD basis", "symbols": ["C", "C", "C", "C", "C", "C", "C", "C", "C", "H", "H", "H", "H", "H", "H", "H", "H", "N", "N", "O"], "positions_angstrom": [[0.69096, -0.25430, 0.68832], [1.85520, -0.19497, -0.25807], [2.27700, -1.38631, -0.84660], [2.72406, 1.00760, -0.39389], [-0.63725, -0.06863, 0.18078], [-1.40615, -1.05499, -0.41155], [-2.73405, -0.66964, -0.84200], [-3.19046, 0.47504, -0.29845], [-1.23826, 1.12166, 0.51403], [1.75478, -1.68390, 1.69668], [0.91345, 0.52098, 1.47754], [2.76514, -1.34986, -1.76463], [1.97821, -2.31611, -0.46416], [-1.01662, -2.02723, -0.72505], [-3.37910, -1.33368, -1.33647], [-4.26007, 0.62147, -0.44746], [-0.64041, 1.96375, 0.89878], [3.20631, 2.10119, -0.36464], [-2.51976, 1.40618, 0.37896], [0.87904, -1.59998, 1.32115]], "forces_ev_per_angstrom": [[4.4, -0.9, 3.4], [2.4, -1.9, -2.0], [-1.3, 3.5, 1.2], [-0.4, 3.7, -0.1], [-1.5, -1.0, -0.2], [-1.4, 0.5, -2.0], [3.7, -1.3, 2.0], [-2.4, 1.1, -0.1], [-0.2, 2.0, 0.4], [0.3, 0.4, 0.1], [-0.5, -0.7, -0.6], [1.7, 0.1, -1.0], [-0.9, -0.9, 0.1], [0.1, 0.3, 0.4], [-0.6, -0.7, -0.7], [0.1, 0.6, 0.2], [-0.1, -0.6, 0.2], [-1.6, -4.6, -0.1], [0.2, -0.5, -0.6], [-2.1, 1.0, -0.3]], "lowdin_charge": [-0.2949, -0.1997, 0.1281, -0.1463, -0.2001, 0.0455, -0.0374, -0.1803, -0.1029, 0.0885, 0.1596, 0.0548, 0.0582, 0.1249, 0.0886, 0.1095, 0.1329, 0.1365, 0.0919, -0.0573], "energy_ha": -532.40399, "lumo_ev": -0.37, "total_charge": 0, "e_homo_ev": -9.9622, "fmax_ev_per_a": 5.6, "gap_ev": 9.59, "smiles": "C=C(C#N)[C@H](O)c1cccnc1"}

=====

No. 2
{"formula": "C35H56NbO30", "method": "the ωB97M-V functional and the def2-TZVPD basis", "symbols": ["C", "C", "C", "C", "C", "Nb", "H", "H", "H", "H", "H", "H", "H", "H", "H", "H", "H", "H", "H", "H", "H", "H", "C", "C", "O", "C", "O", "O", "H", "H", "H", "H", "C", "C", "O", "C", "O", "O", "H", "H", "H", "H", "C", "C", "O", "C", "O", "O", "H", "H", "H", "H", "C", "C", "O", "C", "O", "O", "H", "H", "H", "H", "C", "C", "O", "C", "O", "O", "H", "H", "H", "H", "C", "C", "O", "C", "O", "O", "H", "H", "H", "H", "C", "C", "O", "C", "O", "O", "H", "H", "H", "H", "C", "C", "O", "C", "O", "O", "H", "H", "H", "H", "C", "C", "O", "C", "O", "O", "H", "H", "H", "H", "C", "C", "O", "C", "O", "O", "H", "H", "H", "H"], "positions_angstrom": [[2.18032, 2.00296, -3.34615], [2.95536, 3.30969, -3.47180], [2.27997, 4.53362, -2.88378], [0.95531, 4.96419, -3.54066], [-0.32110, 4.73100, -2.67733], [-1.97839, 3.37979, -3.47553], [1.50594, 1.83172, -4.17750], [2.88476, 1.16677, -3.34809], [1.62889, 1.93931, -2.41378], [3.90786, 3.18369, -2.94951], [3.20310, 3.49618, -4.51954], [2.98072, 5.36601, -2.98436], [2.13029, 4.39967, -1.81301], [0.83876, 4.48106, -4.50798], [1.02547, 6.03403, -3.73314], [-0.84544, 5.68804, -2.60956], [-0.01543, 4.44301, -1.67086], [-2.53775, 2.96714, -1.75046], [-0.84231, 1.92691, -3.59008], [-1.53056, 3.81428, -5.20995], [-3.19392, 4.77289, -3.58688], [-3.20931, 2.19251, -4.16932], [0.69562, 3.73590, 2.08779], [-0.75691, 3.36485, 2.30824], [-1.07659, 2.64330, 1.11047], [0.06835, 2.16829, 0.58183], [0.13504, 1.42766, -0.34524], [1.14404, 2.67797, 1.22867], [1.28703, 3.77116, 2.99423], [0.79848, 4.68270, 1.55367], [-0.89109, 2.70244, 3.16481], [-1.41349, 4.22228, 2.41974], [4.51582, 2.07048, -6.92728], [5.72783, 2.68235, -6.25121], [6.81404, 2.00328, -6.89596], [6.38474, 1.56284, -8.10290], [7.08959, 1.10934, -8.94432], [5.04726, 1.71302, -8.21335], [3.68912, 2.76586, -7.03252], [4.16890, 1.16866, -6.42266], [5.81810, 3.75177, -6.44691], [5.75608, 2.51117, -5.17926], [-2.64034, -0.56863, -0.78237], [-2.12346, -1.99176, -0.70340], [-2.63627, -2.43014, 0.58239], [-3.71191, -1.68527, 0.86759], [-4.46902, -1.92251, 1.77105], [-3.85044, -0.66619, 0.02259], [-2.86489, -0.25915, -1.79872], [-1.96304, 0.15834, -0.33786], [-2.53630, -2.63428, -1.48347], [-1.03851, -2.04542, -0.70823], [-4.42600, -5.47713, 2.81645], [-3.37000, -4.43650, 3.12800], [-2.93105, -4.85487, 4.44063], [-3.20296, -6.15913, 4.58976], [-2.81970, -6.83936, 5.49200], [-3.97790, -6.61041, 3.57994], [-4.48351, -5.73680, 1.76376], [-5.41526, -5.18588, 3.17121], [-2.52265, -4.48587, 2.44506], [-3.76070, -3.42671, 3.13996], [-5.01014, 5.32441, 1.18906], [-3.94520, 6.38576, 1.38546], [-3.62469, 6.24329, 2.78126], [-3.95764, 4.98814, 3.16400], [-3.64472, 4.49610, 4.20176], [-4.65907, 4.36578, 2.20196], [-4.99121, 4.86094, 0.20952], [-6.01562, 5.69178, 1.39459], [-3.04827, 6.18345, 0.79887], [-4.28982, 7.39554, 1.18389], [0.61135, -7.97231, 6.56175], [-0.28004, -9.13410, 6.93550], [0.40242, -10.24204, 6.32912], [1.70748, -9.91260, 6.18068], [2.56436, -10.67198, 5.86697], [1.89795, -8.59682, 6.43656], [0.64184, -7.19113, 7.31514], [0.33822, -7.53310, 5.60227], [-0.32464, -9.29896, 8.01336], [-1.28826, -9.03812, 6.54305], [4.81550, 0.47550, 2.91638], [5.43328, 1.47398, 1.95676], [4.54828, 2.59216, 2.06912], [3.91148, 2.51729, 3.25594], [3.21498, 3.37775, 3.69364], [4.16259, 1.34035, 3.86155], [5.54894, -0.15156, 3.41034], [4.05964, -0.14929, 2.43895], [6.43169, 1.78427, 2.27357], [5.47137, 1.12866, 0.92789], [10.65687, 0.25035, 1.97479], [9.60587, 0.32363, 0.87966], [8.51566, -0.39762, 1.46646], [8.64872, -0.36141, 2.81318], [7.81563, -0.71844, 3.57975], [9.85261, 0.14557, 3.15587], [11.29069, 1.12998, 2.03278], [11.27958, -0.64161, 1.89638], [9.28218, 1.34598, 0.67973], [9.90705, -0.14764, -0.05088], [-4.04893, -6.38746, -4.51937], [-3.32977, -6.68165, -3.21322], [-2.81882, -5.39250, -2.85836], [-3.57650, -4.44663, -3.46371], [-3.50718, -3.28414, -3.23553], [-4.41595, -5.01348, -4.35628], [-4.93598, -6.99358, -4.67721], [-3.39198, -6.47272, -5.38582], [-4.01025, -7.01668, -2.42901], [-2.51427, -7.39196, -3.31107], [-8.00447, 0.72640, 0.92737], [-6.99469, 0.34834, -0.14211], [-7.08944, 1.46392, -1.04046], [-7.56444, 2.52469, -0.36441], [-7.63137, 3.63437, -0.78415], [-7.98784, 2.15537, 0.87099], [-7.73159, 0.38071, 1.92030], [-9.01541, 0.38736, 0.68949], [-5.98461, 0.26699, 0.25502], [-7.24396, -0.57143, -0.66397]], "forces_ev_per_angstrom": [[0.4, -0.3, -0.2], [0.1, -0.2, 0.3], [-0.1, 0.4, -0.3], [-0.3, 0.0, 0.4], [0.6, -0.9, -0.7], [0.8, 1.1, 1.3], [-0.3, 0.1, 0.0], [0.0, -0.1, 0.0], [-0.2, 0.1, 0.1], [0.2, 0.1, 0.0], [0.0, 0.1, -0.2], [0.1, 0.1, 0.1], [0.0, -0.1, 0.1], [0.1, -0.1, -0.2], [0.0, 0.1, -0.2], [-0.4, 0.0, 0.2], [-0.1, 0.0, 0.2], [-0.5, 0.1, 0.2], [-0.2, -0.1, -0.5], [-0.3, 0.1, -0.2], [-0.4, -0.1, -0.5], [0.3, -0.3, 0.0], [-0.3, 0.2, 0.0], [0.0, 0.0, 0.1], [0.0, -0.1, 0.1], [0.0, 0.4, -0.1], [0.0, -0.4, 0.0], [0.1, 0.0, 0.1], [0.0, -0.1, -0.1], [0.0, 0.0, -0.1], [0.0, 0.0, 0.0], [-0.1, 0.0, -0.1], [0.1, 0.1, 0.1], [-0.1, 0.1, 0.1], [0.0, 0.0, 0.0], [-0.1, 0.0, 0.1], [0.1, 0.0, -0.1], [-0.1, 0.0, 0.0], [0.0, 0.0, -0.2], [0.0, 0.0, 0.0], [0.0, 0.0, 0.0], [0.1, -0.1, 0.0], [0.2, -0.1, -0.1], [0.1, 0.1, -0.1], [0.2, -0.1, -0.1], [-0.2, 0.0, 0.1], [-0.1, 0.1, -0.1], [0.3, 0.2, -0.2], [-0.3, 0.1, 0.1], [-0.1, 0.0, 0.1], [0.1, 0.1, 0.2], [0.0, 0.0, 0.2], [0.0, 0.1, 0.0], [0.0, -0.1, 0.0], [0.0, 0.1, -0.1], [0.0, 0.0, 0.0], [0.1, -0.1, 0.1], [-0.1, 0.0, -0.1], [0.1, -0.1, 0.0], [0.0, 0.0, 0.0], [0.0, 0.0, 0.0], [0.1, 0.0, 0.2], [0.0, 0.1, 0.0], [0.0, -0.1, -0.1], [0.0, 0.1, -0.1], [0.1, -0.1, -0.1], [0.0, 0.0, 0.1], [-0.1, 0.0, -0.1], [0.1, -0.2, 0.0], [0.0, 0.0, 0.0], [0.0, 0.0, 0.0], [0.0, 0.0, 0.1], [0.0, 0.2, 0.0], [-0.1, 0.0, 0.0], [0.0, 0.0, 0.1], [-0.1, 0.1, 0.0], [0.1, -0.1, 0.0], [-0.1, 0.0, 0.0], [0.1, 0.0, 0.0], [0.0, 0.0, 0.0], [0.1, 0.0, 0.0], [0.0, -0.1, -0.1], [0.0, -0.1, -0.1], [0.0, -0.1, 0.0], [0.1, 0.0, 0.0], [-0.1, 0.0, -0.2], [0.2, 0.0, 0.2], [0.0, -0.1, 0.0], [0.0, 0.1, 0.2], [0.0, 0.1, 0.0], [0.0, 0.0, 0.0], [-0.1, 0.1, 0.0], [0.0, 0.0, -0.1], [0.1, 0.0, 0.0], [0.0, 0.0, -0.1], [0.0, 0.0, -0.1], [0.0, 0.0, 0.1], [0.1, 0.0, 0.0], [-0.1, 0.1, 0.1], [0.0, 0.0, 0.0], [0.0, 0.0, 0.0], [-0.1, -0.1, 0.0], [0.1, -0.1, 0.0], [-0.1, 0.0, -0.1], [0.0, -0.1, 0.0], [0.0, 0.1, 0.0], [-0.1, -0.1, -0.1], [-0.1, -0.1, -0.1], [-0.1, 0.1, 0.0], [0.0, 0.0, 0.0], [0.0, 0.0, 0.0], [0.1, 0.1, 0.0], [0.0, -0.1, 0.0], [-0.1, -0.1, 0.2], [0.1, -0.1, 0.0], [-0.1, 0.0, 0.0], [0.1, 0.1, 0.0], [0.0, -0.1, 0.1], [0.1, 0.1, 0.0], [0.0, 0.0, 0.0], [0.0, 0.1, -0.1], [0.0, 0.1, -0.1]], "lowdin_charge": [-0.1186, -0.2828, -0.2390, -0.3133, -0.4354, 0.8723, 0.0400, 0.0580, 0.0474, 0.0913, 0.0831, 0.0945, 0.0959, 0.0540, 0.0822, 0.0025, -0.0038, -0.1847, -0.1705, -0.1910, -0.2024, -0.2263, -0.1075, -0.0939, 0.0443, -0.5842, 0.1222, 0.0532, 0.1001, 0.1367, 0.1386, 0.1182, -0.1117, -0.1200, 0.0528, -0.5816, 0.1568, 0.0602, 0.1314, 0.1341, 0.1328, 0.1247, -0.0607, -0.0762, 0.0534, -0.5906, 0.1116, 0.0567, 0.1333, 0.1074, 0.0944, 0.1354, -0.1025, -0.0982, 0.0700, -0.5890, 0.1347, 0.0549, 0.1294, 0.1337, 0.1306, 0.1040, -0.0984, -0.1043, 0.0466, -0.6052, 0.1450, 0.0634, 0.1329, 0.1336, 0.1317, 0.1290, -0.1131, -0.1120, 0.0565, -0.5794, 0.1575, 0.0564, 0.1326, 0.1307, 0.1310, 0.1235, -0.0975, -0.1111, 0.0668, -0.5675, 0.1421, 0.0722, 0.1073, 0.1371, 0.1249, 0.1348, -0.1096, -0.1089, 0.0521, -0.5728, 0.1623, 0.0648, 0.1317, 0.1324, 0.1322, 0.1324, -0.1125, -0.1141, 0.0591, -0.5591, 0.1693, 0.0679, 0.1302, 0.1325, 0.1307, 0.1307, -0.1159, -0.1014, 0.0748, -0.5775, 0.1536, 0.0512, 0.1304, 0.1267, 0.1129, 0.1339], "energy_ha": -3681.31213, "lumo_ev": 1.38, "total_charge": -1, "e_homo_ev": -4.9133, "fmax_ev_per_a": 1.9, "gap_ev": 6.29}

=====

No. 3
{"formula": "C30H22FO14PS", "method": "the ωB97M-V functional and the def2-TZVPD basis", "symbols": ["C", "C", "O", "C", "C", "C", "C", "C", "C", "C", "C", "O", "F", "C", "O", "C", "C", "C", "C", "C", "P", "O", "O", "S", "C", "C", "O", "H", "H", "H", "H", "H", "H", "H", "H", "H", "H", "H", "H", "H", "H", "C", "C", "C", "O", "C", "C", "C", "O", "O", "O", "H", "H", "H", "H", "C", "C", "C", "O", "C", "C", "C", "O", "O", "O", "H", "H", "H", "H"], "positions_angstrom": [[1.06859, 0.15395, 1.30909], [0.36266, 1.23772, 0.49903], [-0.11532, 0.76645, -0.76664], [-1.25897, 0.05002, -0.79138], [-1.93138, -0.37060, 0.35266], [-3.08525, -1.12776, 0.21661], [-3.55765, -1.50005, -1.03852], [-2.87254, -1.08483, -2.17637], [-1.74488, -0.28891, -2.06629], [-1.03425, 0.21075, -3.29904], [-0.12201, -0.84246, -3.86714], [-0.41252, -1.93781, -4.20949], [1.16685, -0.40842, -3.96475], [-4.78587, -2.32991, -1.10118], [-4.98519, -3.16116, -1.95418], [-5.77884, -2.04490, -0.01830], [-7.13550, -2.16912, -0.27319], [-8.04889, -1.86239, 0.71916], [-7.61127, -1.43492, 1.96292], [-6.25217, -1.31664, 2.24295], [-5.83259, -0.69318, 3.88856], [-4.60096, 0.31602, 3.68573], [-5.15893, -1.94109, 4.60376], [-7.31291, 0.08941, 4.84954], [-5.32531, -1.63759, 1.24095], [-3.83681, -1.58178, 1.41993], [-3.28953, -1.90641, 2.44227], [0.66896, 0.10880, 2.32154], [0.88954, -0.82447, 0.86564], [2.13597, 0.33364, 1.36253], [-0.45228, 1.71596, 1.04238], [1.07150, 2.01948, 0.23682], [-1.57381, -0.14337, 1.34521], [-3.22955, -1.38240, -3.15327], [-1.76093, 0.45691, -4.07232], [-0.47114, 1.11188, -3.08362], [-7.46736, -2.50135, -1.24683], [-9.10602, -1.94559, 0.51195], [-8.31705, -1.16767, 2.73532], [-4.73140, 0.88575, 2.91827], [-5.07627, -1.75876, 5.55043], [4.19096, 4.41267, -3.41933], [4.47925, 3.63581, -2.36586], [3.50904, 2.60690, -1.83574], [3.87189, 1.95284, -0.87328], [2.22132, 2.46674, -2.48165], [1.93140, 3.24639, -3.53094], [2.90548, 4.26520, -4.07222], [2.53997, 4.90934, -5.03793], [0.78338, 3.20044, -4.19182], [5.62009, 3.69181, -1.69670], [4.87909, 5.15074, -3.80597], [1.53527, 1.73041, -2.08846], [0.85589, 3.86609, -4.90486], [5.55781, 3.01705, -0.99281], [6.44032, -2.55306, 1.44657], [5.19707, -2.32005, 1.88980], [4.82490, -1.04817, 2.61498], [3.66049, -0.93393, 2.95423], [5.85107, -0.05554, 2.85337], [7.09465, -0.28948, 2.41165], [7.46406, -1.55414, 1.67113], [8.62075, -1.65105, 1.30479], [8.10600, 0.54843, 2.57129], [4.18876, -3.16260, 1.73618], [6.71398, -3.45856, 0.92419], [5.57827, 0.84733, 3.38099], [8.87935, 0.12267, 2.15047], [3.41076, -2.73742, 2.14720]], "forces_ev_per_angstrom": [[-0.4, 0.0, 0.1], [0.3, 0.1, 0.0], [-0.1, 0.2, 0.0], [0.0, -0.2, 0.0], [0.0, -0.1, -0.1], [0.0, 0.1, -0.2], [0.2, 0.1, 0.0], [0.1, -0.1, 0.2], [-0.2, -0.1, 0.0], [0.1, 0.2, 0.1], [0.1, -0.4, -0.1], [0.2, 0.4, 0.1], [-0.3, -0.1, 0.0], [0.1, 0.0, 0.0], [-0.1, 0.1, -0.2], [0.0, 0.0, 0.2], [-0.1, -0.1, 0.1], [0.0, 0.0, -0.1], [0.1, 0.0, -0.1], [0.1, -0.2, -0.1], [-0.4, 0.2, 0.3], [0.1, -0.1, -0.3], [0.1, 0.2, 0.2], [0.2, -0.1, -0.1], [-0.1, 0.1, -0.2], [-0.1, -0.1, 0.1], [0.1, 0.1, 0.1], [0.1, 0.0, 0.1], [0.1, 0.0, -0.1], [0.1, -0.1, 0.0], [-0.1, -0.1, 0.0], [0.0, 0.1, 0.0], [0.0, 0.0, 0.0], [0.0, 0.0, 0.0], [-0.1, -0.1, -0.1], [0.0, 0.0, 0.0], [0.1, 0.0, -0.1], [-0.1, 0.0, 0.1], [-0.1, 0.0, 0.0], [0.0, 0.2, 0.1], [-0.1, -0.2, 0.1], [0.0, 0.1, -0.1], [0.1, 0.0, 0.0], [-0.2, 0.0, -0.1], [0.1, 0.0, 0.1], [0.0, -0.1, 0.2], [0.0, -0.1, 0.0], [0.2, 0.1, 0.1], [-0.1, 0.0, 0.0], [0.0, 0.0, 0.0], [0.0, 0.0, 0.0], [0.0, 0.0, 0.0], [0.0, 0.0, -0.1], [0.0, 0.0, 0.0], [0.0, 0.0, 0.0], [0.1, 0.0, -0.1], [0.0, -0.1, 0.0], [0.1, 0.2, 0.0], [0.0, -0.1, 0.0], [-0.1, 0.0, 0.1], [0.0, 0.1, 0.0], [-0.1, -0.2, -0.1], [0.1, 0.0, 0.0], [0.0, 0.1, 0.0], [0.0, 0.0, 0.0], [0.0, 0.0, 0.0], [0.0, 0.0, 0.0], [0.0, -0.1, 0.0], [0.0, 0.1, 0.0]], "lowdin_charge": [-0.0491, -0.2048, -0.0628, -0.1961, 0.0792, -0.0718, -0.0781, 0.0692, -0.1106, -0.0244, -0.4232, 0.1800, 0.0885, -0.2895, 0.1369, -0.0768, 0.0117, -0.0397, -0.0803, -0.2166, 0.1889, -0.1920, -0.1737, 0.3029, -0.0614, -0.2899, 0.1425, 0.0839, 0.0899, 0.0561, 0.1217, 0.1082, 0.1203, 0.1405, 0.1433, 0.0968, 0.1261, 0.1124, 0.0605, 0.0862, 0.0839, 0.0765, -0.2330, -0.3020, 0.0998, 0.0729, -0.2234, -0.3094, 0.1088, 0.1133, 0.1195, 0.1365, 0.1046, 0.1216, 0.1180, 0.0750, -0.2325, -0.3076, 0.0906, 0.0742, -0.2360, -0.3127, 0.1060, 0.1175, 0.1215, 0.1364, 0.1354, 0.1202, 0.1193], "energy_ha": -3049.28616, "lumo_ev": -1.69, "total_charge": 0, "e_homo_ev": -9.1133, "fmax_ev_per_a": 0.5, "gap_ev": 7.42, "smiles": "CCOc1cc2c(cc1CC(=O)F)C(=O)c1cccc(P(O)(O)=S)c1C2=O.O=C1C=C(O)C(=O)C=C1O.O=C1C=C(O)C(=O)C=C1O"}

=====

No. 4
{"formula": "C3H8Cl2N", "method": "the ωB97M-V functional and the def2-TZVPD basis", "symbols": ["C", "C", "C", "N", "Cl", "Cl", "H", "H", "H", "H", "H", "H", "H", "H"], "positions_angstrom": [[0.16524, 1.06153, -0.65121], [-0.92215, -1.74537, 1.09988], [-1.21050, 1.10396, -0.08135], [1.32135, 1.00547, 0.15475], [-1.17490, -1.20173, 2.84729], [-1.32328, 1.28016, 1.46558], [0.43274, 1.81557, -1.42471], [-0.13447, 0.12480, -1.14514], [0.11469, -1.47197, 0.81755], [-1.75093, -1.28131, 0.43021], [-2.03225, 1.05514, -0.74503], [1.46182, 0.98907, 1.22574], [2.19579, 1.03338, -0.36356], [-1.22653, -2.84479, 1.13663]], "forces_ev_per_angstrom": [[-0.4, 0.5, 0.6], [-2.0, -0.7, 0.3], [3.4, 1.6, -1.3], [0.8, -0.3, 2.3], [0.2, -0.6, -1.0], [-1.0, 0.6, 2.1], [-1.2, -0.5, -0.2], [0.7, -0.9, -0.8], [-0.8, -0.6, 0.1], [1.5, -0.5, 1.2], [-1.0, -0.2, -0.4], [-1.0, 0.0, -2.7], [-0.4, 0.0, 0.3], [1.1, 1.5, -0.3]], "lowdin_charge": [-0.3307, -0.4532, -0.4766, 0.0167, 0.4450, 0.9780, 0.1767, 0.1448, 0.0312, 0.0470, 0.1058, 0.1433, 0.1051, 0.0669], "energy_ha": -1093.85553, "lumo_ev": -6.50, "total_charge": 1, "e_homo_ev": -14.1156, "fmax_ev_per_a": 4.0, "gap_ev": 7.61}